Here is 9 unconnected molecules or ions with the total composition H18O9 from the Open Molecules 2025 dataset. Energies are from ωB97M-V with the def2-TZVPD basis set.

```
27
Properties=species:S:1:pos:R:3:forces:R:3:nbo_charge:R:1
O -2.30263 2.47919 -2.10486 0.0 -0.2 -0.2 -0.936
H -3.10564 2.94770 -1.87703 -0.2 0.1 0.0 0.468
H -1.83863 2.37990 -1.27354 0.3 0.0 0.2 0.469
O 1.43489 1.25352 -2.94489 -0.1 0.1 -0.1 -0.930
H 1.82376 0.83888 -3.71501 0.1 0.0 -0.2 0.461
H 1.33609 0.54132 -2.31304 0.0 0.0 0.4 0.469
O 2.46595 -1.75759 1.17696 0.6 0.1 0.2 -0.976
H 1.70772 -2.17131 0.76446 -0.3 -0.3 -0.2 0.487
H 3.12819 -2.44799 1.20902 0.2 -0.1 0.1 0.473
O 0.36703 -2.81410 0.01416 -0.4 -0.1 -0.2 -0.953
H 0.31012 -3.38279 -0.75368 0.1 -0.1 -0.3 0.492
H -0.27051 -3.17676 0.62918 -0.2 0.0 0.4 0.495
O 1.38379 2.69400 1.13797 0.4 0.7 0.3 -0.963
H 1.19370 1.77811 0.93489 -0.4 -0.4 -0.4 0.485
H 0.53384 3.13170 1.09073 -0.1 0.1 0.1 0.460
O 3.27901 0.63979 2.20044 0.4 0.3 0.3 -0.965
H 2.61639 1.20796 1.80758 0.1 0.3 0.2 0.467
H 3.19641 -0.18811 1.72717 -0.2 -0.3 -0.1 0.480
O 0.42488 0.41290 0.14497 0.2 0.0 -0.1 -0.969
H 0.69360 -0.49292 -0.00837 0.1 -0.3 0.1 0.489
H -0.52957 0.39525 0.07471 -0.4 -0.2 -0.2 0.493
O -3.44497 -1.06317 2.03639 0.1 -0.3 0.0 -0.943
H -4.36542 -0.83996 1.89792 -0.3 0.0 0.0 0.469
H -2.96126 -0.41620 1.52288 0.2 0.2 -0.2 0.474
O -2.16964 -0.45351 -0.84667 0.0 0.0 0.3 -0.974
H -2.29012 -0.19944 -1.76164 0.0 0.4 -0.4 0.497
H -2.61703 -1.29631 -0.77073 -0.1 -0.3 0.2 0.482
```
Positions in Å, forces in eV/Å.

Output
* charge: 0
* max |F|: 0.89 eV/Å
* LUMO: -0.016 hartree
* electronic energy: -687.93314 Ha
* energy relative to the best compared isomer or geometry (same formula, charge and spin): 243.3 kJ/mol
* orbital gap: 9.3 eV

Here is a gas-phase ion, C7H11O2S2 (charge -1) in a non-equilibrium geometry from the Open Molecules 2025 dataset. Energies are from ωB97M-V with the def2-TZVPD basis set.

```
22
Properties=species:S:1:pos:R:3:forces:R:3:nbo_charge:R:1
C -2.31566 -2.25800 0.20333 -2.2 0.3 0.4 -0.785
S -0.56283 -1.95413 0.33818 -0.5 -1.3 1.6 0.319
C -0.27589 -0.56873 -0.58234 1.0 0.7 0.3 -0.282
S -1.25341 -0.15104 -1.82007 -0.6 0.1 -0.9 -0.158
C 0.95327 0.18155 -0.12434 -1.2 2.8 -0.7 -0.127
C 2.12468 -0.68582 0.26273 -1.5 1.8 2.0 -0.607
C 1.45042 1.16421 -1.25864 -2.7 0.2 0.2 -0.637
C 0.31347 0.93445 1.18383 2.2 -2.4 -1.6 -0.503
C -0.72935 1.81024 1.21421 -1.5 2.1 0.4 0.653
O -1.25638 2.29144 2.24687 0.4 -0.5 -1.1 -0.734
O -1.18117 2.31024 -0.03233 -0.2 2.0 2.7 -0.764
H -2.69684 -2.83531 1.07967 0.9 0.0 -0.5 0.223
H -2.41885 -2.85606 -0.69771 -0.6 0.1 0.0 0.218
H -3.08699 -1.39011 0.22268 2.0 -0.9 -0.5 0.254
H 2.82574 0.00648 0.79732 -0.6 -1.2 0.2 0.221
H 2.57200 -1.00605 -0.58858 1.5 -1.1 -2.7 0.195
H 1.64791 -1.53959 0.72030 1.1 -0.3 1.2 0.209
H 0.79393 2.01853 -1.42675 -0.4 0.1 0.8 0.235
H 1.41101 0.83629 -2.29579 0.8 -1.1 0.1 0.211
H 2.32422 1.63025 -0.94420 2.1 0.4 0.3 0.200
H 0.54970 0.45185 2.13342 0.0 -0.1 -0.3 0.197
H -1.18897 1.60931 -0.63179 0.0 -1.7 -1.9 0.462
```
Positions in Å, forces in eV/Å.

Output
* charge: -1
* max |F|: 3.61 eV/Å
* LUMO (alpha / beta): 0.106 / 0.106 hartree
* electronic energy: -1220.15757 Ha
* energy relative to the best compared isomer or geometry (same formula, charge and spin): 115.8 kJ/mol
* orbital gap (alpha / beta): 5.9 / 5.9 eV

Here is C4H8N2O2S2 in the gas phase in a non-equilibrium geometry from the Open Molecules 2025 dataset. Energies are from ωB97M-V with the def2-TZVPD basis set.

```
18
Properties=species:S:1:pos:R:3:forces:R:3:nbo_charge:R:1
C -1.89603 -1.25432 0.34131 2.1 0.5 0.2 0.743
C 0.45936 0.66372 -0.00121 -2.5 -2.1 0.4 0.237
C 1.26615 1.03240 1.11492 1.4 -2.5 3.0 -0.777
C 0.94545 0.04768 -1.23170 2.3 1.0 -0.3 -0.643
N -0.94120 -0.89726 1.28230 0.6 0.5 -1.1 -0.835
N -2.01675 -0.15009 -0.49048 -1.1 1.2 -2.1 -0.904
O -2.46945 -2.25644 0.03639 -0.7 -1.6 0.7 -0.605
O -1.32035 2.16812 -1.25283 -0.1 -1.5 1.0 -0.963
S 2.57716 -0.91774 -1.01296 -1.5 0.9 -0.6 -0.009
S -1.28951 1.23589 -0.06328 1.0 3.3 0.4 1.437
H 1.96606 1.82531 0.98145 0.7 0.5 -0.6 0.272
H 1.87361 0.04574 1.41250 -0.8 2.2 -0.9 0.273
H 0.74444 1.22957 2.06332 -0.5 0.2 -0.7 0.269
H 1.30645 0.92391 -1.84586 -0.8 -0.6 0.2 0.299
H 0.15824 -0.50046 -1.73083 0.0 -0.1 -0.3 0.276
H -0.39264 -1.64021 1.72530 -0.6 0.0 -0.4 0.375
H -2.80471 0.09178 -1.10237 0.3 -0.9 0.3 0.435
H 1.83374 -1.64761 -0.22597 0.1 -1.2 0.8 0.120
```
Positions in Å, forces in eV/Å.

Output
* charge: 0
* max |F|: 4.15 eV/Å
* LUMO: -0.070 hartree
* electronic energy: -1213.43560 Ha
* energy relative to the best compared isomer or geometry (same formula, charge and spin): 494.6 kJ/mol
* orbital gap: 7.3 eV

Here is a molecular structure, C20H18MnN2O6S4Se from the Open Molecules 2025 dataset. Energies are from ωB97M-V with the def2-TZVPD basis set.

```
52
Properties=species:S:1:pos:R:3:forces:R:3:mulliken_spin:R:1
Mn 0.01229 -1.31831 -0.52235 0.1 -0.2 -0.1 3.566
S -1.00982 -2.14306 1.39710 0.0 0.0 0.0 -0.376
C -2.37695 -1.15790 1.02214 0.0 0.0 0.0 0.001
S -2.10010 -0.41318 -0.51603 -0.1 0.0 0.0 -0.240
C -3.46852 -0.96390 1.80530 0.0 0.0 0.0 0.036
C -3.57774 -1.61445 3.07252 0.0 0.1 0.0 0.006
N -3.63173 -2.13803 4.09503 0.0 0.0 0.0 0.006
C -4.50000 -0.07324 1.37518 0.0 0.0 0.1 0.003
N -5.31358 0.66526 1.03469 0.0 0.0 -0.1 0.006
O 0.46426 -0.20219 -2.18052 0.1 0.0 0.0 0.009
S 1.70487 -0.38166 -3.07501 -0.1 0.0 0.0 0.014
C 2.19506 1.33027 -3.33908 0.0 0.0 0.0 0.002
C 2.88934 1.94575 -2.12536 0.0 0.0 0.0 -0.002
C 2.03612 1.99720 -0.85057 0.0 0.0 0.0 0.002
C 2.16416 0.74171 0.01687 0.0 0.0 0.0 -0.007
S 0.34172 0.87256 1.99347 0.1 0.0 0.0 0.001
O 0.87184 0.27191 0.49396 0.0 0.0 0.1 -0.003
C 0.03449 2.56672 1.61001 -0.1 0.0 0.0 -0.003
C -1.14343 2.93753 0.96191 0.0 0.0 0.0 0.009
C -1.37506 4.27267 0.67607 0.0 0.0 0.0 0.000
C -0.44967 5.23584 1.06217 0.0 0.0 0.0 0.001
C 0.70898 4.87018 1.73264 0.0 0.0 0.0 0.000
C 0.95729 3.53250 2.00117 0.0 0.0 0.0 0.002
C 1.06028 -0.73875 -4.68448 0.0 0.0 0.0 0.000
C 1.79290 -1.58986 -5.49648 0.0 0.0 0.0 0.001
C 1.31783 -1.86317 -6.77058 0.0 0.0 0.0 0.000
C 0.12027 -1.30789 -7.19800 0.0 0.0 0.0 0.000
C -0.61546 -0.47933 -6.35882 0.0 0.0 0.0 0.000
C -0.14655 -0.18739 -5.08904 0.0 0.0 0.0 0.000
H 1.27941 1.86740 -3.59728 0.0 0.0 0.0 0.000
H 2.85549 1.31675 -4.20833 0.0 0.0 0.0 0.000
H 3.16414 2.96254 -2.41124 0.0 0.0 0.0 0.000
H 3.83054 1.42260 -1.93294 0.0 0.0 0.0 0.000
H 0.98662 2.12760 -1.11768 0.0 0.0 0.0 0.000
H 2.31906 2.87091 -0.26435 0.0 0.0 0.0 0.000
H 2.78442 0.91120 0.89665 0.0 0.0 0.0 0.004
H 2.58774 -0.10267 -0.52688 0.0 0.0 0.0 -0.004
H -1.86106 2.17650 0.68529 0.0 0.0 0.0 -0.002
H -2.28580 4.56462 0.17036 0.0 0.0 0.0 0.000
H -0.64039 6.27963 0.84860 0.0 0.0 0.0 0.000
H 1.41910 5.62521 2.04296 0.0 0.0 0.0 0.000
H 1.86052 3.22767 2.51479 0.0 0.0 0.0 0.000
H 2.69438 -2.05595 -5.12063 0.0 0.0 0.0 0.000
H 1.87109 -2.52919 -7.41851 0.0 0.0 0.0 0.000
H -0.25376 -1.53559 -8.18744 0.0 0.0 0.0 0.000
H -1.55880 -0.06806 -6.69190 0.0 0.0 0.0 0.000
H -0.71642 0.43327 -4.40935 0.0 0.0 0.0 0.000
O 1.18737 -4.96206 -0.78114 0.0 0.0 0.0 0.000
Se 1.17300 -3.53951 -1.48402 0.1 -0.1 -0.1 0.009
O -0.40630 -2.82873 -1.50025 -0.1 0.1 0.0 -0.069
O 1.70636 -2.27894 -0.46721 -0.1 0.2 0.1 0.025
O 1.81147 -3.38698 -2.94472 0.0 0.0 0.1 0.002
```
Positions in Å, forces in eV/Å.

Output
* charge: 0
* max |F|: 0.25 eV/Å
* LUMO (alpha / beta): -0.095 / -0.038 hartree
* electronic energy: -6478.92989 Ha
* multiplicity: 4
* ⟨S²⟩: 4.172
* energy relative to the best compared isomer or geometry (same formula, charge and spin): 0.0 kJ/mol
* orbital gap (alpha / beta): 6.3 / 7.9 eV

Here is a molecular structure, C4H4CsLiO2 in a non-equilibrium geometry from the Open Molecules 2025 dataset. Energies are from ωB97M-V with the def2-TZVPD basis set.

```
12
Properties=species:S:1:pos:R:3:forces:R:3:lowdin_charge:R:1
H -2.00049 -1.17569 2.84203 -0.4 -0.6 0.5 -0.285
C 1.29505 0.13727 -1.08927 -1.5 1.6 -0.4 -0.306
C 0.89100 1.51171 -0.66413 0.0 -0.2 0.3 -0.238
C -0.50727 1.13339 -0.37664 1.5 0.7 -0.2 -0.083
C -1.46168 0.47431 0.08012 -2.8 -3.1 -2.1 -0.338
O -2.46465 -0.26114 0.05749 2.0 2.0 1.1 -0.144
O 1.76734 -0.68747 -0.29859 1.7 -1.7 0.4 -0.189
H 1.12808 -0.13380 -2.14897 -0.2 0.0 0.3 0.126
H 0.98318 2.22897 -1.49264 0.0 0.0 0.3 0.100
H 1.46424 1.82954 0.21839 0.0 0.1 -0.2 0.107
Li 3.10744 -1.92080 -0.33825 -0.9 0.6 0.2 0.842
Cs -4.20225 -3.13627 3.21047 0.6 0.6 -0.2 0.408
```
Positions in Å, forces in eV/Å.

Output
* charge: 0
* max |F|: 4.65 eV/Å
* LUMO (alpha / beta): -0.057 / -0.057 hartree
* electronic energy: -332.73573 Ha
* energy relative to the best compared isomer or geometry (same formula, charge and spin): 318.0 kJ/mol
* orbital gap (alpha / beta): 3.2 / 3.2 eV

Here is C22H25ClN2O8S in the gas phase from the Open Molecules 2025 dataset. Energies are from ωB97M-V with the def2-TZVPD basis set.

```
59
Properties=species:S:1:pos:R:3:forces:R:3:nbo_charge:R:1
C -1.57633 -2.99162 1.10571 -0.2 0.0 0.0 -0.249
O -0.20869 -3.32683 1.09416 0.4 0.0 -0.1 -0.480
C 0.64154 -2.53365 0.40251 0.3 0.0 0.0 0.311
C 0.24783 -1.57009 -0.52392 -0.2 0.0 -0.1 -0.375
C 1.19572 -0.78377 -1.16327 0.3 0.0 -0.1 0.289
O 0.90994 0.20678 -2.06678 0.4 -0.4 0.3 -0.521
C -0.44068 0.45834 -2.37404 -0.2 0.1 -0.1 -0.244
C 2.55901 -0.96608 -0.88770 -0.6 -0.4 0.2 0.096
N 3.52912 -0.11876 -1.45502 0.6 0.6 0.3 -0.845
S 4.07096 1.08930 -0.41702 -0.1 0.2 -0.4 2.313
O 4.47950 0.48055 0.80690 -0.3 -0.2 0.1 -0.922
O 5.00406 1.88517 -1.15448 -0.3 0.1 -0.2 -0.932
C 2.57234 2.04748 -0.15496 0.6 -0.3 0.0 -0.334
C 2.39695 3.20574 -0.88770 0.0 0.1 0.0 -0.155
C 1.19856 3.89648 -0.79793 0.0 -0.1 0.0 -0.221
C 0.17550 3.40011 -0.00965 0.0 -0.1 0.1 -0.163
C 0.35414 2.21984 0.71077 0.3 0.1 -0.2 -0.112
C -0.76313 1.63446 1.48898 0.1 -0.3 0.1 0.786
O -0.86639 0.45646 1.75294 0.1 0.1 0.1 -0.624
O -1.66423 2.55157 1.84180 0.1 0.3 -0.2 -0.489
C -2.77978 2.13704 2.62595 -0.4 -0.2 0.3 -0.165
C -3.94075 1.62588 1.75398 0.6 0.1 0.4 0.646
O -4.97452 2.24394 1.63328 -0.3 0.3 0.0 -0.611
N -3.69636 0.43584 1.17683 0.2 -0.6 -0.3 -0.626
C -4.63746 -0.18222 0.27529 0.1 0.2 -0.4 -0.249
C -4.12847 -0.18865 -1.17338 -0.5 0.3 0.3 0.092
C -5.23064 -0.58077 -2.17224 0.3 -0.1 0.0 -0.431
C -4.50950 -1.52504 -3.13217 0.1 0.0 0.2 -0.427
C -3.49595 -2.17147 -2.19362 -0.1 -0.2 -0.3 -0.070
O -3.06886 -1.12955 -1.33353 0.2 0.1 0.1 -0.559
C 1.57295 1.54485 0.65243 -0.3 0.0 0.3 -0.164
C 2.95562 -1.93725 0.01613 -0.4 0.0 -0.1 -0.207
C 2.00723 -2.71567 0.64960 -0.2 0.1 0.0 -0.103
Cl 2.49486 -3.91936 1.77696 0.2 -0.2 0.2 0.023
H -2.03996 -3.68287 1.80794 0.0 0.1 -0.1 0.201
H -1.71616 -1.96419 1.45128 0.0 0.0 0.0 0.182
H -2.03164 -3.11117 0.11908 0.0 0.0 0.0 0.176
H -0.79987 -1.42042 -0.72247 -0.2 0.1 0.0 0.259
H -0.43102 1.29574 -3.07027 -0.1 0.0 0.0 0.200
H -1.00885 0.73137 -1.48092 0.0 0.0 0.0 0.179
H -0.91197 -0.40717 -2.84640 0.0 0.0 0.0 0.182
H 3.23456 0.28853 -2.33189 0.0 0.1 -0.1 0.413
H 3.20966 3.54682 -1.50979 0.0 0.1 -0.1 0.248
H 1.05692 4.81104 -1.35301 0.0 0.1 0.0 0.225
H -0.77195 3.91367 0.04623 0.0 0.1 0.0 0.233
H -3.11121 3.02689 3.16275 0.0 -0.2 -0.1 0.225
H -2.47017 1.35341 3.32601 0.0 0.2 -0.1 0.212
H -2.78906 0.00043 1.28784 -0.1 0.2 0.1 0.427
H -4.82381 -1.21146 0.59647 -0.1 0.0 -0.1 0.200
H -5.56084 0.39854 0.33546 0.0 -0.1 0.0 0.241
H -3.71492 0.80238 -1.40390 -0.1 -0.1 0.1 0.182
H -5.65457 0.28844 -2.66752 -0.1 0.0 0.0 0.228
H -6.02845 -1.11104 -1.65094 -0.1 0.0 0.0 0.206
H -5.17176 -2.25110 -3.59574 0.0 0.0 -0.1 0.222
H -3.99326 -0.96095 -3.90943 0.0 0.0 0.0 0.206
H -2.61528 -2.57209 -2.69874 0.0 0.0 0.0 0.196
H -3.97106 -2.97454 -1.61156 0.1 0.0 -0.1 0.164
H 1.73540 0.65104 1.23357 -0.1 -0.1 0.1 0.260
H 4.00299 -2.05060 0.23734 0.1 -0.1 0.0 0.254
```
Positions in Å, forces in eV/Å.

Output
* charge: 0
* max |F|: 0.96 eV/Å
* LUMO: -0.004 hartree
* electronic energy: -2423.16070 Ha
* energy relative to the best compared isomer or geometry (same formula, charge and spin): 5.3 kJ/mol
* orbital gap: 8.0 eV